C25H34N4O4 | ωB97M-V/def2-TZVPD

Net charge: 0
Energy relative to the best compared isomer or geometry (same formula, charge and spin): 11.78 kJ/mol
Largest force on an atom: 1.2 eV/Å
E_tot: -1493.0810 Ha
Kohn-Sham gap: 8.7 eV
Spin multiplicity: 1

Geometry as XYZ:
```
67
Properties=species:S:1:pos:R:3:forces:R:3:nbo_charge:R:1
C -9.40707 2.44644 -0.07207 0.158 -0.390 -0.058 -0.636
C -9.45283 0.96633 -0.42346 -0.349 0.353 -0.228 -0.067
O -8.23283 0.30592 -0.09003 0.294 -0.098 0.076 -0.528
C -7.23546 0.42347 -0.99480 -0.059 -0.174 0.049 0.896
O -7.33087 1.02764 -2.03779 -0.221 0.288 -0.276 -0.666
N -6.12187 -0.24593 -0.61364 0.055 -0.104 0.094 -0.454
C -4.92964 -0.17964 -1.42741 0.139 0.359 -0.208 -0.229
C -3.80658 0.51233 -0.64238 -0.065 -0.146 -0.400 -0.221
N -3.59783 -0.17884 0.60868 -0.300 0.209 0.119 -0.448
C -2.55900 -0.98110 0.96276 0.170 0.089 -0.290 0.705
O -2.56987 -1.58223 2.02121 0.157 -0.262 0.231 -0.639
C -1.35920 -1.04286 0.02708 0.097 -0.196 0.414 -0.322
C -0.57342 -2.33454 0.26689 0.074 0.093 -0.230 -0.404
C 0.69617 -2.33215 -0.59131 -0.193 -0.141 0.069 -0.213
N 1.55864 -1.19439 -0.35183 0.150 -0.065 -0.081 -0.436
C 2.32040 -1.27112 0.88550 0.012 0.209 -0.002 -0.249
C 3.47815 -0.33163 0.84782 -0.184 0.906 0.719 0.069
N 4.61716 -0.63566 0.15782 0.693 0.131 -0.286 -0.462
C 5.41573 0.37991 0.31058 -0.766 -0.735 -0.026 0.469
C 6.75045 0.55946 -0.22131 0.504 0.359 -0.034 -0.056
C 7.44994 1.71876 0.12193 -0.082 -0.073 -0.002 -0.195
C 8.72414 1.94442 -0.35550 0.081 0.050 -0.011 -0.225
C 9.31766 1.00936 -1.18758 0.017 0.030 0.011 -0.196
C 8.62944 -0.14006 -1.53235 0.056 0.058 0.011 -0.206
C 7.34647 -0.39178 -1.06465 -0.093 0.093 0.092 0.012
C 6.63792 -1.64422 -1.45782 0.051 -0.141 -0.120 -0.631
O 4.86939 1.35608 1.07743 0.247 0.252 -0.039 -0.419
C 3.63570 0.90241 1.41690 -0.602 -0.922 -0.058 0.261
C 2.77575 1.75031 2.28001 0.336 0.062 -0.197 -0.658
C 0.83704 0.04514 -0.53795 -0.135 0.182 0.090 -0.222
C -0.44253 0.15565 0.30604 0.127 -0.065 -0.340 -0.406
C -4.79580 -0.18477 1.42704 -0.183 -0.321 0.261 -0.237
C -5.93264 -0.88165 0.67112 0.028 0.090 0.388 -0.225
H -8.65050 2.94362 -0.67392 0.018 0.069 -0.033 0.225
H -10.37305 2.89880 -0.27694 -0.114 0.086 -0.005 0.216
H -9.16846 2.57765 0.98090 -0.021 0.046 0.097 0.207
H -10.21810 0.44641 0.15686 0.090 0.034 -0.098 0.187
H -9.64498 0.83964 -1.49359 -0.027 -0.046 0.198 0.200
H -5.17131 0.37540 -2.33485 0.068 -0.114 0.078 0.251
H -4.61966 -1.19783 -1.69050 0.036 0.049 -0.015 0.190
H -2.89832 0.54781 -1.23824 0.003 0.021 0.044 0.217
H -4.11165 1.54154 -0.41799 0.052 -0.043 -0.075 0.201
H -1.67850 -1.02773 -1.01916 0.003 0.046 0.001 0.203
H -0.31963 -2.40848 1.32478 -0.057 -0.034 0.013 0.220
H -1.19097 -3.19782 0.01372 -0.008 -0.058 0.064 0.214
H 0.41382 -2.30417 -1.65011 0.003 -0.096 -0.015 0.186
H 1.26894 -3.24572 -0.42109 -0.009 -0.007 -0.068 0.204
H 2.71844 -2.28546 0.95709 -0.061 0.026 0.106 0.222
H 1.71774 -1.06711 1.78533 0.028 -0.109 -0.008 0.174
H 6.97737 2.44044 0.77104 -0.011 0.056 0.037 0.223
H 9.25348 2.84465 -0.08091 0.033 0.069 0.024 0.213
H 10.31505 1.17579 -1.56726 0.077 0.007 -0.034 0.212
H 9.09943 -0.86408 -2.18287 0.002 -0.082 -0.051 0.209
H 6.41584 -2.24132 -0.57605 -0.069 -0.109 -0.038 0.236
H 5.68095 -1.40925 -1.91799 -0.046 -0.119 -0.035 0.241
H 7.24254 -2.22814 -2.14754 0.078 -0.019 -0.050 0.204
H 1.89104 1.19641 2.57890 -0.065 -0.034 0.024 0.230
H 3.32503 2.05647 3.16931 -0.056 0.025 0.096 0.231
H 2.46752 2.65120 1.74887 -0.078 0.070 0.023 0.225
H 0.56975 0.10834 -1.59887 0.002 0.098 0.007 0.191
H 1.50827 0.87510 -0.30939 -0.022 0.032 -0.102 0.208
H -0.18962 0.16098 1.36795 -0.055 0.026 0.089 0.205
H -0.95047 1.09535 0.08011 -0.005 0.072 0.045 0.209
H -4.56772 -0.71756 2.35098 -0.069 0.131 -0.099 0.255
H -5.07748 0.84825 1.65588 -0.029 -0.034 0.000 0.192
H -6.85970 -0.83142 1.23827 0.116 -0.074 -0.031 0.241
H -5.66410 -1.93215 0.50865 -0.022 0.034 0.072 0.195
```
Positions in Å, forces in eV/Å.

=====

C25H34O4PPdSe2Si | ωB97M-V/def2-TZVPD

Net charge: +1
Energy relative to the best compared isomer or geometry (same formula, charge and spin): 68.30 kJ/mol
Largest force on an atom: 4.4 eV/Å
E_tot: -6835.4461 Ha
Kohn-Sham gap: 5.9 eV
Spin multiplicity: 1

Geometry as XYZ:
```
68
Properties=species:S:1:pos:R:3:forces:R:3:nbo_charge:R:1
Pd -0.70526 0.44812 -0.34691 1.492 -1.086 -1.152 0.503
C -1.41107 4.16539 -0.66027 0.140 -0.346 -0.483 -0.788
Se -1.72993 2.62906 0.49456 0.747 -0.910 0.677 0.545
C -0.08641 2.77995 1.59834 -0.075 0.110 0.185 -0.570
C 1.16960 3.05177 0.78953 -0.018 0.018 -0.327 -0.574
Se 1.40245 1.88594 -0.81439 -0.105 0.639 0.284 0.387
C 3.03113 0.94404 -0.30244 -0.053 -0.112 0.022 -0.778
H -1.14196 5.01983 -0.04582 0.003 -0.088 0.232 0.246
H -2.34425 4.36512 -1.17889 0.021 -0.055 0.040 0.260
H -0.63245 3.94612 -1.38886 -0.037 0.058 0.018 0.244
H -0.01895 1.83116 2.14260 -0.131 0.208 -0.126 0.244
H -0.24485 3.59068 2.31542 -0.004 -0.077 -0.050 0.243
H 2.05469 2.91597 1.41436 -0.076 0.040 -0.070 0.250
H 1.16265 4.07870 0.42338 0.130 -0.083 0.006 0.233
H 3.14512 0.94590 0.77881 -0.067 -0.011 -0.017 0.228
H 3.88277 1.44066 -0.76550 -0.149 -0.009 -0.019 0.247
H 2.93264 -0.07560 -0.66977 -0.014 -0.008 0.013 0.263
C -2.58794 0.30283 3.08711 -0.427 0.273 0.025 -0.254
O -1.48895 -0.55031 2.83298 0.604 -0.092 -0.509 -0.816
P -1.08896 -1.12162 1.38415 -0.824 -0.541 0.953 1.839
O -2.21679 -2.23745 1.19401 0.315 0.960 0.304 -0.814
C -2.09583 -3.29066 0.24665 -0.018 -0.468 -0.522 -0.260
O 0.15258 -2.01814 1.82917 -0.514 0.134 -0.536 -0.792
C 1.41918 -1.40011 1.97708 0.516 0.298 -0.089 -0.256
H -3.36178 -0.26700 3.60129 -0.016 0.051 -0.092 0.212
H -2.99970 0.72072 2.16046 -0.010 -0.051 0.160 0.176
H -2.24620 1.10734 3.74199 -0.065 -0.037 -0.101 0.194
H -1.46774 -4.08000 0.65530 0.015 0.004 0.007 0.201
H -1.66583 -2.94342 -0.69620 -0.037 0.009 0.018 0.197
H -3.10214 -3.67104 0.07655 0.111 0.018 -0.029 0.208
H 2.18288 -2.14407 1.75010 -0.089 0.105 0.003 0.215
H 1.54695 -1.03545 2.99932 -0.058 -0.066 -0.058 0.192
H 1.49501 -0.56369 1.27110 0.172 -0.154 0.114 0.173
O 0.52247 -1.17931 -1.45749 -0.092 1.050 3.700 -1.149
Si -0.15390 -0.94651 -2.84235 -1.558 0.293 -4.119 1.897
C -1.52117 0.43544 -2.71988 0.499 -0.770 0.348 -0.448
C -1.41272 1.66365 -3.37062 -0.127 0.377 -0.168 -0.238
C -2.46455 2.56683 -3.37183 0.343 -0.060 -0.126 -0.218
C -3.62365 2.28521 -2.66690 -0.116 -0.228 0.279 -0.220
C -3.73812 1.08978 -1.97189 -0.196 0.164 -0.075 -0.222
C -2.70194 0.16206 -2.00904 -0.182 -0.259 -0.141 -0.271
C -1.05530 -2.46069 -3.60705 0.621 1.247 1.039 -0.519
C -2.12991 -2.30773 -4.46844 -0.216 -0.213 -0.093 -0.149
C -2.72392 -3.42145 -5.04086 -0.093 0.161 -0.126 -0.226
C -2.24835 -4.68870 -4.75167 -0.082 -0.078 -0.044 -0.200
C -1.20109 -4.84473 -3.86097 0.158 -0.132 0.055 -0.207
C -0.60012 -3.73039 -3.29614 -0.142 -0.364 -0.108 -0.202
C 0.99540 -0.29839 -4.24001 -0.559 -0.482 1.434 -0.418
C 0.49993 -0.19063 -5.52948 0.064 0.127 -0.203 -0.232
C 1.27343 0.36514 -6.53345 -0.153 -0.093 -0.092 -0.192
C 2.56057 0.79377 -6.25963 0.079 0.063 -0.007 -0.209
C 3.06384 0.67968 -4.97536 0.227 0.036 0.061 -0.200
C 2.28401 0.13157 -3.96779 0.149 0.193 -0.208 -0.242
H -0.51019 1.89452 -3.92173 0.051 0.010 -0.044 0.236
H -2.37946 3.48535 -3.93390 0.000 0.111 -0.036 0.225
H -4.43791 2.99243 -2.66063 -0.161 0.069 -0.035 0.226
H -4.65051 0.85850 -1.44291 -0.099 -0.016 0.071 0.226
H -2.85587 -0.82676 -1.57205 0.007 0.208 -0.072 0.230
H -2.52000 -1.32419 -4.69142 -0.059 0.117 -0.029 0.195
H -3.56280 -3.29411 -5.70815 -0.069 -0.029 -0.116 0.217
H -2.69430 -5.55168 -5.22522 -0.063 -0.062 0.048 0.221
H -0.85017 -5.83360 -3.60666 0.062 -0.110 -0.027 0.218
H 0.22381 -3.85377 -2.61110 0.171 -0.059 0.146 0.214
H -0.49568 -0.53925 -5.75596 -0.159 -0.041 -0.073 0.216
H 0.86652 0.45526 -7.52823 0.009 0.001 -0.165 0.218
H 3.17104 1.20656 -7.04877 0.053 0.071 -0.041 0.221
H 4.06730 1.01633 -4.75846 0.109 0.005 -0.008 0.212
H 2.69202 0.03381 -2.97122 0.043 -0.035 0.093 0.194
```
Positions in Å, forces in eV/Å.

=====

The records above yield lowest unoccupied orbital energy values of 0.665 -5.205 eV, respectively.